Record 1
The following is a DFT calculation (the ωB97M-V functional and the def2-TZVPD basis) of a structure of composition C41H27N11OsS3.

Last column: Mulliken charge in e.
Positions of all 83 atoms, in Å:
Os: 0.181 -0.086 0.145  -0.187
C: 0.909 -1.894 6.438  -0.694
C: -0.457 -1.666 6.503  -0.686
C: -1.177 -1.275 5.369  -0.364
C: -0.479 -1.136 4.193  0.295
C: -0.913 -0.852 2.815  -0.267
N: 0.196 -0.771 2.021  0.669
C: 1.305 -1.083 2.738  0.197
N: 2.525 -1.231 2.250  -0.562
C: 2.894 -0.968 1.008  0.200
C: 4.199 -1.330 0.428  0.029
C: 5.268 -2.023 0.941  -0.106
C: 6.360 -2.235 0.092  -0.726
C: 6.373 -1.730 -1.198  -0.704
C: 5.289 -1.006 -1.706  -0.192
C: 4.205 -0.836 -0.879  0.107
C: 2.896 -0.199 -1.085  0.061
N: 2.521 0.417 -2.194  -0.514
C: 1.298 0.846 -2.460  -0.190
N: 0.181 0.549 -1.752  0.925
C: -0.914 1.113 -2.349  -0.273
N: -2.162 0.860 -2.016  -0.479
C: -2.553 0.217 -0.931  -0.008
N: -1.822 0.082 0.209  0.416
C: -2.540 -0.605 1.136  -0.049
N: -2.155 -0.864 2.374  -0.430
C: -3.822 -1.013 0.534  0.208
C: -4.833 -1.821 0.996  -0.333
C: -5.877 -2.111 0.112  -0.665
C: -5.894 -1.588 -1.173  -0.684
C: -4.873 -0.746 -1.626  -0.239
C: -3.837 -0.483 -0.760  0.073
C: -0.463 1.895 -3.511  0.203
C: -1.131 2.695 -4.407  -0.182
C: -0.379 3.288 -5.428  -0.729
C: 0.984 3.065 -5.537  -0.694
C: 1.661 2.255 -4.617  -0.211
C: 0.920 1.697 -3.604  0.144
N: 2.166 -0.312 0.063  0.102
C: 0.907 -1.322 4.137  0.129
C: 1.619 -1.708 5.247  -0.208
H: 1.431 -2.234 7.323  0.436
H: -0.976 -1.798 7.442  0.435
H: -2.243 -1.093 5.413  0.544
H: 5.255 -2.386 1.960  0.580
H: 7.213 -2.798 0.446  0.427
H: 7.236 -1.906 -1.827  0.440
H: 5.294 -0.610 -2.713  0.573
H: -4.800 -2.234 1.996  0.571
H: -6.683 -2.758 0.429  0.454
H: -6.705 -1.847 -1.841  0.448
H: -4.890 -0.325 -2.623  0.559
H: -2.196 2.868 -4.318  0.570
H: -0.873 3.922 -6.152  0.457
H: 1.534 3.530 -6.344  0.436
H: 2.725 2.074 -4.691  0.575
H: 2.686 -1.878 5.196  0.576
S: -0.147 -2.789 -0.232  -0.374
C: -1.021 -3.251 -1.588  0.475
N: -1.478 -4.478 -1.764  -0.208
C: -2.339 -4.732 -2.916  -0.562
C: -2.052 -3.613 -3.914  -0.567
S: -1.413 -2.218 -2.922  0.126
H: -1.338 -5.173 -1.045  0.255
H: -3.384 -4.721 -2.601  0.289
H: -2.111 -5.706 -3.343  0.353
H: -2.944 -3.294 -4.445  0.405
H: -1.281 -3.887 -4.631  0.349
N: 0.267 6.511 3.364  -0.306
C: 0.730 6.171 2.154  0.352
S: 1.418 7.279 1.157  -0.345
C: 0.574 4.742 1.726  1.340
C: -0.245 3.841 2.403  -1.106
C: -0.359 2.544 1.940  -0.502
N: 0.289 2.109 0.863  0.034
C: 1.081 2.967 0.206  -0.344
C: 1.248 4.275 0.602  -1.014
H: 0.372 7.467 3.663  0.216
H: -0.118 5.855 4.019  0.149
H: -0.822 4.131 3.269  0.319
H: -0.996 1.829 2.447  0.327
H: 1.590 2.587 -0.669  0.422
H: 1.895 4.938 0.045  0.455

Results
E_HOMO (alpha / beta): -12.45 / -12.44 eV
E_tot: -94310.387 eV
charge: +2
frontier orbital gap (alpha / beta): 4.56 / 4.56 eV

Record 2
The following is a DFT calculation (the ωB97M-V functional and the def2-TZVPD basis) of a structure of composition C41H28AuN9.

Last column: Mulliken charge in e.
Positions of all 79 atoms, in Å:
Au: -0.082 0.134 0.135  2.016
C: 0.720 6.608 -0.031  -0.644
C: -0.668 6.631 -0.208  -0.700
C: -1.414 5.470 -0.215  -0.138
C: -0.738 4.264 -0.061  0.436
C: -1.172 2.897 -0.063  -0.051
N: -0.073 2.086 0.095  -0.637
C: 1.046 2.866 0.220  0.324
N: 2.282 2.475 0.448  -0.571
C: 2.651 1.225 0.524  -0.725
C: 3.963 0.810 0.958  0.816
C: 5.067 1.528 1.396  -0.382
C: 6.145 0.818 1.892  -0.638
C: 6.140 -0.576 1.924  -0.595
C: 5.051 -1.301 1.473  -0.376
C: 3.950 -0.597 1.004  0.875
C: 2.627 -1.013 0.602  -0.605
N: 2.224 -2.253 0.612  -0.571
C: 0.988 -2.624 0.354  0.196
N: -0.091 -1.817 0.088  -0.569
C: -1.187 -2.600 -0.157  0.040
N: -2.414 -2.207 -0.424  -0.433
C: -2.780 -0.955 -0.469  -0.503
N: -1.998 0.162 -0.300  -0.698
C: -2.798 1.280 -0.334  -0.271
N: -2.424 2.526 -0.225  -0.651
C: -4.165 0.864 -0.521  0.637
C: -5.366 1.562 -0.553  -0.239
C: -6.533 0.830 -0.667  -0.697
C: -6.516 -0.562 -0.767  -0.590
C: -5.326 -1.265 -0.760  -0.290
C: -4.150 -0.541 -0.622  0.648
C: -0.808 -3.977 -0.036  0.428
C: -1.524 -5.161 -0.176  -0.256
C: -0.855 -6.348 0.040  -0.695
C: 0.494 -6.362 0.404  -0.668
C: 1.218 -5.196 0.548  -0.142
C: 0.561 -3.993 0.311  0.239
N: 1.885 0.106 0.300  -0.554
C: 0.664 4.242 0.110  0.243
C: 1.401 5.420 0.136  -0.248
H: 1.263 7.541 -0.028  0.411
H: -1.162 7.583 -0.347  0.398
H: -2.487 5.485 -0.339  0.579
H: 5.067 2.604 1.359  0.564
H: 7.006 1.347 2.275  0.408
H: 7.000 -1.093 2.325  0.404
H: 5.041 -2.380 1.505  0.567
H: -5.379 2.640 -0.495  0.570
H: -7.486 1.340 -0.675  0.420
H: -7.454 -1.090 -0.848  0.425
H: -5.302 -2.339 -0.844  0.555
H: -2.567 -5.134 -0.447  0.570
H: -1.378 -7.286 -0.073  0.405
H: 0.976 -7.309 0.582  0.411
H: 2.255 -5.206 0.847  0.575
H: 2.468 5.391 0.285  0.573
C: -4.864 -1.158 3.475  -0.919
N: -3.429 -1.298 3.601  0.016
C: -2.981 -2.620 3.217  -0.953
C: -2.704 -0.257 2.892  -0.195
C: -1.286 -0.137 3.390  -1.562
C: -1.098 -0.257 4.772  -0.913
C: 0.154 -0.182 5.343  -0.827
C: 1.258 0.062 4.552  -0.937
C: 1.086 0.226 3.186  -0.350
C: -0.165 0.102 2.629  1.632
H: -5.342 -1.977 4.012  0.350
H: -5.218 -1.181 2.431  0.210
H: -5.172 -0.216 3.929  0.324
H: -3.382 -3.344 3.926  0.424
H: -1.894 -2.654 3.257  0.276
H: -3.297 -2.899 2.201  0.232
H: -3.214 0.694 3.079  0.623
H: -2.720 -0.434 1.812  0.181
H: -1.979 -0.434 5.369  0.426
H: 0.276 -0.307 6.409  0.383
H: 2.255 0.132 4.961  0.434
H: 1.960 0.456 2.604  0.551

Results
E_HOMO (alpha / beta): -5.81 / -6.07 eV
E_tot: -60073.265 eV
frontier orbital gap (alpha / beta): 3.83 / 4.12 eV

Record 3
The following is a DFT calculation (the ωB97M-V functional and the def2-TZVPD basis) of a cluster of 7 separate species, C41H29N3O14 in total.

Last column: Mulliken charge in e.
Positions of all 87 atoms, in Å:
C: 2.023 -3.917 -2.117  -0.926
C: 2.333 -2.559 -3.044  1.031
C: 1.982 -3.025 -4.611  -0.031
N: 1.753 -3.398 -5.852  -0.473
C: 1.294 -1.409 -2.510  -0.350
C: -0.181 -1.768 -3.213  0.299
N: -1.319 -1.915 -3.861  -0.498
O: 3.758 -2.259 -2.838  -0.201
N: 4.072 -0.996 -3.174  -0.014
O: 4.400 -0.893 -4.346  -0.235
H: 3.069 -4.376 -1.833  0.327
H: 1.545 -3.543 -1.097  0.133
H: 1.379 -4.716 -2.678  0.309
H: 1.544 -0.315 -2.844  0.342
H: 1.097 -1.418 -1.355  0.304
C: -3.219 -3.548 -1.299  -0.006
C: -4.408 -3.328 -0.730  -0.489
C: -5.196 -4.434 -0.150  0.372
O: -6.285 -4.234 0.370  -0.594
C: -4.618 -5.791 -0.222  -0.416
C: -3.429 -6.010 -0.791  -0.412
C: -2.642 -4.905 -1.371  0.497
O: -1.552 -5.105 -1.891  -0.559
H: -2.629 -2.748 -1.730  0.225
H: -4.845 -2.339 -0.668  0.448
H: -5.209 -6.590 0.209  0.421
H: -2.992 -7.000 -0.852  0.442
C: 6.468 4.444 -3.060  -0.258
C: 7.739 4.037 -3.120  -0.479
C: 8.080 2.626 -3.391  0.322
O: 9.244 2.252 -3.444  -0.576
C: 6.962 1.684 -3.593  -0.403
C: 5.690 2.091 -3.533  -0.173
C: 5.350 3.502 -3.263  0.231
O: 4.186 3.876 -3.210  -0.570
H: 6.201 5.475 -2.862  0.461
H: 8.571 4.716 -2.975  0.575
H: 7.229 0.653 -3.791  0.444
H: 4.859 1.412 -3.679  0.482
C: 11.224 7.135 -6.639  -0.407
C: 10.572 7.222 -5.476  -0.425
C: 9.614 6.181 -5.055  0.597
O: 9.015 6.261 -3.991  -0.572
C: 9.406 5.040 -5.968  0.019
C: 10.058 4.953 -7.132  -0.564
C: 11.016 5.994 -7.552  0.306
O: 11.615 5.914 -8.616  -0.546
H: 11.930 7.890 -6.963  0.400
H: 10.714 8.053 -4.795  0.413
H: 8.700 4.284 -5.644  0.350
H: 9.916 4.122 -7.813  0.421
C: -1.076 -2.147 3.296  -0.427
C: -1.728 -2.060 4.459  -0.413
C: -2.686 -3.101 4.880  0.423
O: -3.285 -3.021 5.944  -0.559
C: -2.894 -4.243 3.967  -0.283
C: -2.242 -4.330 2.804  -0.300
C: -1.284 -3.289 2.383  0.254
O: -0.685 -3.369 1.319  -0.510
H: -0.370 -1.392 2.972  0.425
H: -1.586 -1.230 5.141  0.446
H: -3.600 -4.998 4.291  0.459
H: -2.384 -5.160 2.123  0.495
C: -8.900 -1.838 5.671  -0.349
C: -8.930 -3.165 5.828  -0.428
C: -7.717 -3.920 6.199  0.323
O: -7.743 -5.135 6.341  -0.567
C: -6.471 -3.152 6.392  -0.448
C: -6.441 -1.825 6.235  -0.273
C: -7.654 -1.070 5.864  0.389
O: -7.628 0.145 5.722  -0.530
H: -9.780 -1.269 5.398  0.426
H: -9.836 -3.742 5.691  0.404
H: -5.590 -3.721 6.665  0.519
H: -5.534 -1.248 6.372  0.529
C: -6.154 2.859 4.544  -0.237
C: -7.153 3.724 4.345  -0.296
C: -6.909 5.179 4.296  0.356
O: -7.824 5.971 4.116  -0.555
C: -5.518 5.641 4.474  -0.354
C: -4.519 4.776 4.673  -0.362
C: -4.763 3.321 4.722  0.370
O: -3.848 2.529 4.902  -0.556
H: -6.316 1.789 4.583  0.399
H: -8.179 3.400 4.212  0.429
H: -5.357 6.711 4.435  0.405
H: -3.493 5.100 4.806  0.404

Results
E_HOMO: -10.18 eV
SMILES string: C[C@@](C#N)(CC#N)ON=O.O=C1C=CC(=O)C=C1.O=C1C=CC(=O)C=C1.O=C1C=CC(=O)C=C1.O=C1C=CC(=O)C=C1.O=C1C=CC(=O)C=C1.O=C1C=CC(=O)C=C1
E_tot: -76106.276 eV
frontier orbital gap: 8.06 eV

F_max for every record listed, in sequence, given in eV/Å: 1.839 2.460 12.706.